Density functional theory data (ωB97M-V with the def2-TZVPD basis set) for 2 unconnected molecules or ions with the total composition C19H34N4O6 at a distorted geometry.

Geometry as XYZ:
```
63
Properties=species:S:1:pos:R:3
C -0.05885 -0.03283 4.32255
C 0.68052 -0.28374 3.10050
C 0.03009 -1.12076 1.90468
C 0.36956 -0.49851 0.42822
C 1.99996 -0.53420 0.46808
C 2.60935 0.95949 0.60744
O 1.99034 1.95522 0.07343
O 3.79306 1.14176 1.27511
C 2.28015 -1.00325 -1.03924
C 1.02309 -1.90819 -1.42723
C 1.10652 -2.98332 -2.59979
C 1.48674 -4.48784 -2.07330
N 2.80445 -4.56060 -1.40144
N 1.52089 -5.36263 -3.30521
N 0.45939 -5.06126 -1.16790
N 0.03667 -1.55483 -0.61289
C -1.34488 -2.15088 -0.69705
C -2.03931 -1.44812 -2.00628
O -3.22242 -0.67655 -1.67125
C -2.86042 0.54149 -1.01994
O -2.80445 0.52993 0.24837
C -2.51404 1.92455 -1.74318
C -0.99627 2.05677 -2.26006
H 0.40520 -0.35027 5.31941
H -1.07412 0.49881 4.26210
H 1.76033 0.12866 3.10121
H 0.56392 -2.15002 1.91147
H -1.09866 -1.29183 2.05159
H -0.13090 0.52274 0.30789
H 2.42603 -1.31767 1.20245
H 3.33038 -1.29903 -1.36853
H 2.07324 -0.03460 -1.64732
H 2.00850 -2.67115 -3.25607
H 0.20447 -3.00078 -3.30311
H 2.77148 -4.24689 -0.42253
H 3.54776 -4.09859 -1.93933
H 2.28592 -5.01794 -3.91868
H 0.60217 -5.23888 -3.75449
H 0.83408 -5.80453 -0.56501
H -0.33604 -5.40718 -1.72926
H -2.00274 -1.89007 0.19520
H -1.34022 -3.27100 -0.90589
H -1.27913 -0.69745 -2.45904
H -2.22429 -2.22031 -2.84577
H -3.21447 2.18119 -2.61139
H -2.66285 2.75146 -0.95138
H -0.82515 1.47130 -3.23000
H -0.80898 3.16605 -2.51944
H -0.23602 1.79510 -1.44349
O -3.42593 5.51243 2.26250
C -2.36504 4.93338 2.35847
O -1.24181 5.62207 2.62012
C 0.02315 5.01416 2.92793
C 0.77523 4.65343 1.66321
C -2.27048 3.45612 2.09704
H -0.10524 4.16232 3.60049
H 0.59458 5.76174 3.48358
H 0.23009 3.92071 1.06495
H 1.75690 4.23988 1.90357
H 0.90902 5.53750 1.03418
H -2.20451 3.28649 1.02222
H -3.17365 2.97873 2.48261
H -1.43239 2.97219 2.59493
```

E_HOMO = -0.28350 Ha
relative energy (zero: lowest compared OMol25 entry of this formula, charge and spin) = 616.89 kJ/mol

Mulliken atomic charge list, values in e, 2 entries: atom 1 (C): -0.82, atom 2 (C): -0.34

***

Density functional theory data (ωB97M-V with the def2-TZVPD basis set) for a single C19H34O3 molecule.

Geometry as XYZ:
```
56
Properties=species:S:1:pos:R:3
C 0.85240 2.76448 3.99109
O -0.17124 2.25446 3.17719
C 0.14788 1.17088 2.30028
C -1.20565 0.76343 1.71139
H -1.07231 0.01338 0.93779
H -1.83324 0.35712 2.49991
H -1.70518 1.63254 1.29536
C 0.74255 -0.02687 3.05347
H 1.77318 0.15833 3.34846
H 0.15258 -0.23324 3.94382
H 0.72096 -0.90592 2.41513
C 1.12687 1.60843 1.19019
C 0.60657 2.78011 0.35976
H -0.15104 2.42301 -0.33611
C 1.70275 3.51868 -0.40846
C 2.49022 2.68602 -1.42731
C 3.55478 3.57179 -2.07628
H 4.18441 2.99244 -2.74825
H 3.08677 4.37164 -2.64676
H 4.19195 4.02190 -1.31826
H 2.99906 1.87291 -0.90036
C 1.58489 2.07404 -2.51485
C 1.03112 0.74892 -2.12021
C -0.26029 0.41926 -2.14356
C -0.83499 -0.85795 -1.74071
C -0.16616 -1.68552 -0.91470
C -0.55496 -2.96729 -0.32347
O 0.03681 -3.43308 0.62739
O -1.58533 -3.58899 -0.91614
C -1.99355 -4.85016 -0.36710
C -2.66381 -5.62831 -1.49026
H -2.95152 -6.61336 -1.13469
H -1.98219 -5.73936 -2.32958
H -3.55098 -5.10002 -1.83079
C -2.92934 -4.62071 0.81563
H -3.80491 -4.05872 0.49719
H -3.24790 -5.57534 1.22439
H -2.41283 -4.06128 1.59185
H -1.09217 -5.37231 -0.01996
H 0.80004 -1.37760 -0.53859
C -2.21317 -1.10225 -2.26634
H -2.64858 -2.00309 -1.85259
H -2.17414 -1.19862 -3.35143
H -2.85065 -0.24980 -2.03264
H -0.97506 1.14819 -2.50663
H 1.77267 0.02057 -1.82007
H 2.19095 1.92526 -3.41459
H 0.78154 2.76890 -2.76536
H 2.41553 3.93245 0.31059
H 1.24643 4.36289 -0.93292
H 0.12900 3.49288 1.03650
H 1.31073 0.74592 0.55094
H 2.07778 1.88710 1.65108
H 0.39850 3.58066 4.55243
H 1.69103 3.16252 3.40947
H 1.23126 2.01867 4.69770
```

E_HOMO = -0.32215 Ha
SMILES string = COC(C)(C)CCC[C@H](C)C/C=C/C(C)=C/C(=O)OC(C)C
relative energy (zero: lowest compared OMol25 entry of this formula, charge and spin) = 13.96 kJ/mol

Mulliken atomic charge list, values in e, 2 entries: atom 1 (C): -0.73, atom 2 (O): -0.47

***

Density functional theory data (ωB97M-V with the def2-TZVPD basis set) for 2 unconnected molecules or ions with the total composition C19H35B2BrF3N2O12P at a distorted geometry.

Geometry as XYZ:
```
75
Properties=species:S:1:pos:R:3
C -4.11794 1.64099 0.24878
C -2.68934 2.10191 0.02658
O -1.92537 1.02853 -0.58423
B -0.59122 1.14140 -0.39935
O 0.03940 2.37569 -0.48701
C 0.25031 -0.20744 -0.17907
C 0.10854 -0.88908 -1.54731
C 1.36624 -1.50080 -2.18498
C 1.98536 -2.69703 -1.48034
F 1.03486 -1.85444 -3.46292
N 1.69338 0.20051 -0.02681
C 2.06235 0.86745 1.25101
C 3.56588 1.16056 1.06796
Br 4.47753 1.59044 2.72302
C 3.84291 2.28630 0.06112
C 3.13481 3.61509 0.35460
C 1.83220 -0.21239 2.33363
C 1.59699 0.27276 3.78191
C 1.34666 1.74527 4.08399
O 2.08330 2.37141 4.83297
O 0.19385 2.36997 3.62865
O 0.98351 -1.29000 1.94236
C -0.15497 -0.99118 1.09560
C -0.70301 -2.39994 0.81512
C -2.15538 -2.52267 0.30765
N -2.82086 -3.63500 1.03464
C -1.19062 -0.24850 1.96475
P -1.87523 -1.03688 3.46723
O -3.21150 -1.56157 3.24809
O -0.90069 -2.07879 4.16204
O -1.98504 0.19791 4.52406
H -4.49779 1.09274 -0.60360
H -4.71771 2.54311 0.33787
H -4.22443 1.10296 1.18448
H -2.71016 2.96529 -0.62467
H -2.28185 2.36694 0.99878
H 0.05993 2.67403 -1.40494
H -0.18649 -0.13325 -2.28407
H -0.68907 -1.61814 -1.62144
H 2.13630 -0.72776 -2.28510
H 3.05300 -2.73266 -1.66114
H 1.88298 -2.56910 -0.40045
H 1.50246 -3.62911 -1.74011
H 2.31722 -0.61053 -0.03364
H 1.94632 0.76061 -0.84130
H 1.58847 1.82946 1.39514
H 4.06345 0.27195 0.68763
H 4.90925 2.46603 0.11642
H 3.65342 1.90615 -0.94318
H 2.43842 3.81913 -0.45367
H 2.53975 3.61505 1.26074
H 3.81829 4.45032 0.34953
H 2.80877 -0.68963 2.38056
H 0.76520 -0.26807 4.21876
H 2.43986 0.00015 4.39656
H 0.08284 2.31807 2.67388
H -0.06656 -2.90376 0.09927
H -0.62692 -3.00466 1.71120
H -2.73716 -1.60883 0.30321
H -2.11604 -2.83944 -0.73212
H -3.02218 -4.36199 0.36021
H -3.74205 -3.30572 1.29684
H -2.09423 0.01249 1.43365
H -0.73974 0.69502 2.28090
H -0.56754 -1.77653 5.01087
H -1.33569 0.87143 4.27715
B -1.41392 -0.72695 -7.61120
O -0.66083 0.31208 -6.82393
C -0.96230 0.18669 -5.56157
O -0.52615 0.85978 -4.65275
C -1.95923 -0.96550 -5.40569
O -2.41135 -1.31383 -4.34637
O -2.20678 -1.47935 -6.58008
F -0.52863 -1.57483 -8.24780
F -2.25800 -0.12032 -8.51859
```

E_HOMO = -0.32404 Ha

Mulliken atomic charge list, values in e, 2 entries: atom 1 (C): -1.39, atom 2 (C): -0.11

***

Density functional theory data (ωB97M-V with the def2-TZVPD basis set) for a molecular structure, C19H35BrCl2CuNO3SSi at a distorted geometry.

Geometry as XYZ:
```
64
Properties=species:S:1:pos:R:3
Cu -2.39977 -0.05824 1.99499
Cl -2.87284 -0.45715 4.49628
C -3.73066 -1.96480 4.10408
Cl -3.70969 -2.24422 2.34606
H -4.76066 -1.86947 4.42399
H -3.22085 -2.78761 4.58950
N -3.43684 1.54432 1.23775
C -3.98021 1.37676 -0.10720
C -3.63646 0.25162 -0.83467
C -4.11539 0.08781 -2.12374
C -4.93286 1.06375 -2.67561
C -5.29531 2.18825 -1.94083
C -4.80590 2.34782 -0.65698
S -5.48360 0.88333 -4.31027
O -6.73146 1.59606 -4.46115
O -5.54285 -0.52607 -4.62433
O -4.52032 1.49714 -5.24427
H -2.83544 2.36486 1.23440
H -4.19325 1.76449 1.88123
H -2.97613 -0.49551 -0.40740
H -3.85852 -0.79190 -2.69746
H -5.95602 2.92752 -2.37210
H -5.07060 3.22639 -0.08144
C 3.39818 -0.21909 2.85063
C 2.98497 0.64222 1.64680
C 4.27030 1.14032 0.95184
C 2.23788 1.85860 2.21741
Si 1.96933 -0.34826 0.38160
Br -0.11532 -0.62426 1.48539
C 2.52903 -2.14429 0.10595
C 2.41066 -3.03588 1.35280
C 1.71301 -2.83484 -0.99813
C 4.00749 -2.12026 -0.33857
C 1.47217 0.60254 -1.19030
C 2.66332 0.58935 -2.17158
C 1.12474 2.06856 -0.88707
C 0.24390 0.00872 -1.89991
H 3.94656 0.41629 3.55180
H 4.05692 -1.04153 2.58042
H 2.53486 -0.62497 3.38122
H 4.90174 1.62732 1.70014
H 4.06890 1.87428 0.17351
H 4.85666 0.33182 0.51232
H 2.92440 2.39677 2.87728
H 1.37775 1.55644 2.81515
H 1.89907 2.56006 1.45789
H 1.37013 -3.19213 1.64054
H 2.95017 -2.65709 2.21706
H 2.83456 -4.01305 1.10455
H 0.64866 -2.87200 -0.75732
H 2.06447 -3.86651 -1.08781
H 1.83220 -2.37003 -1.97469
H 4.67563 -1.77777 0.44960
H 4.17844 -1.50211 -1.22144
H 4.30717 -3.13990 -0.59600
H 3.57667 0.99515 -1.73361
H 2.41120 1.21612 -3.03169
H 2.88296 -0.40651 -2.55158
H 1.96709 2.63825 -0.50051
H 0.29608 2.15376 -0.18037
H 0.81215 2.54605 -1.82021
H 0.35825 -1.03698 -2.17548
H 0.07763 0.57598 -2.82054
H -0.65435 0.10369 -1.28798
```

E_HOMO (alpha / beta) = -0.45613 / -0.45612 Ha
spin multiplicity = 2
charge = +1
relative energy (zero: lowest compared OMol25 entry of this formula, charge and spin) = 49.10 kJ/mol

Mulliken atomic charge list, values in e, 2 entries: atom 1 (Cu): -0.32, atom 2 (Cl): -0.10